{
  "formula": "C65H99BF5NO28S4",
  "method": "ωB97M-V/def2-TZVPD",
  "symbols": ["C", "C", "N", "C", "C", "C", "C", "C", "O", "C", "H", "H", "H", "H", "H", "H", "H", "H", "H", "H", "H", "H", "H", "H", "H", "H", "H", "H", "H", "H", "O", "C", "O", "B", "O", "C", "O", "O", "C", "O", "C", "O", "O", "F", "C", "C", "C", "C", "C", "C", "H", "H", "H", "H", "H", "F", "C", "C", "C", "C", "C", "C", "H", "H", "H", "H", "H", "F", "C", "C", "C", "C", "C", "C", "H", "H", "H", "H", "H", "F", "C", "C", "C", "C", "C", "C", "H", "H", "H", "H", "H", "F", "C", "C", "C", "C", "C", "C", "H", "H", "H", "H", "H", "C", "S", "O", "C", "H", "H", "H", "H", "H", "H", "C", "S", "O", "C", "H", "H", "H", "H", "H", "H", "C", "S", "O", "C", "H", "H", "H", "H", "H", "H", "C", "S", "O", "C", "H", "H", "H", "H", "H", "H", "C", "O", "C", "O", "O", "C", "H", "H", "H", "H", "H", "H", "C", "O", "C", "O", "O", "C", "H", "H", "H", "H", "H", "H", "C", "O", "C", "O", "O", "C", "H", "H", "H", "H", "H", "H", "C", "O", "C", "O", "O", "C", "H", "H", "H", "H", "H", "H", "C", "O", "C", "O", "O", "C", "H", "H", "H", "H", "H", "H"],
  "xyz": [[28.893, 9.093, 7.959], [29.629, 7.796, 7.628], [30.150, 6.989, 8.797], [29.006, 6.495, 9.603], [30.899, 5.803, 8.210], [30.037, 4.930, 7.318], [31.065, 7.885, 9.588], [32.049, 7.172, 10.496], [31.463, 6.082, 11.155], [32.044, 5.870, 12.416], [29.371, 9.650, 8.767], [27.868, 8.882, 8.256], [28.988, 9.771, 7.112], [30.486, 7.948, 6.972], [28.930, 7.178, 7.070], [28.198, 6.333, 8.900], [28.664, 7.267, 10.292], [29.320, 5.688, 10.253], [31.188, 5.263, 9.108], [31.763, 6.155, 7.649], [29.825, 5.420, 6.368], [29.069, 4.675, 7.742], [30.571, 4.013, 7.074], [30.372, 8.441, 10.218], [31.520, 8.611, 8.921], [32.400, 7.918, 11.218], [32.940, 6.882, 9.920], [31.733, 4.908, 12.820], [31.770, 6.670, 13.108], [33.138, 5.799, 12.364], [22.864, 10.187, 3.041], [23.666, 9.743, 3.814], [24.312, 8.595, 3.727], [25.234, 8.479, 4.874], [24.785, 9.515, 5.828], [23.950, 10.328, 5.204], [23.528, 11.360, 5.628], [26.652, 8.679, 4.522], [27.367, 7.612, 4.822], [28.556, 7.515, 4.723], [26.400, 6.624, 5.533], [25.185, 7.129, 5.466], [26.734, 5.677, 6.178], [34.191, 4.565, 2.046], [33.431, 5.322, 2.853], [32.312, 4.755, 3.423], [31.451, 5.547, 4.166], [31.794, 6.862, 4.464], [32.926, 7.401, 3.864], [33.731, 6.661, 3.016], [32.066, 3.726, 3.191], [30.592, 5.058, 4.608], [31.092, 7.530, 4.944], [33.122, 8.445, 4.089], [34.564, 7.104, 2.486], [21.509, 13.287, 2.239], [22.503, 14.049, 1.745], [23.788, 13.522, 1.669], [24.820, 14.313, 1.208], [24.568, 15.568, 0.668], [23.262, 16.060, 0.694], [22.231, 15.305, 1.247], [23.911, 12.479, 1.937], [25.794, 13.843, 1.228], [25.336, 16.258, 0.347], [23.091, 17.084, 0.387], [21.235, 15.726, 1.335], [27.151, 1.646, 5.977], [27.330, 2.062, 7.245], [26.383, 2.920, 7.778], [26.503, 3.272, 9.113], [27.584, 2.805, 9.864], [28.580, 2.048, 9.279], [28.468, 1.708, 7.929], [25.574, 3.326, 7.189], [25.704, 3.792, 9.625], [27.628, 3.067, 10.917], [29.443, 1.708, 9.836], [29.235, 1.103, 7.464], [25.694, 12.157, 4.059], [26.049, 13.329, 4.625], [27.386, 13.522, 4.886], [27.799, 14.791, 5.270], [26.897, 15.842, 5.316], [25.562, 15.610, 5.014], [25.110, 14.345, 4.643], [28.103, 12.716, 4.812], [28.831, 14.947, 5.564], [27.139, 16.844, 5.650], [24.830, 16.411, 5.015], [24.084, 14.099, 4.412], [32.018, 14.025, 5.116], [31.521, 12.801, 4.846], [31.806, 11.770, 5.731], [31.252, 10.512, 5.528], [30.412, 10.332, 4.434], [30.211, 11.355, 3.522], [30.753, 12.622, 3.714], [32.413, 12.021, 6.593], [31.568, 9.710, 6.186], [29.808, 9.449, 4.244], [29.642, 11.183, 2.615], [30.514, 13.482, 3.102], [27.131, 9.893, 1.309], [27.174, 11.347, 0.246], [28.382, 12.120, 0.671], [27.569, 10.505, -1.294], [27.998, 9.823, 1.954], [27.068, 8.978, 0.711], [26.206, 9.851, 1.889], [27.799, 11.276, -2.026], [26.688, 9.934, -1.595], [28.398, 9.803, -1.193], [24.053, 6.307, 8.418], [25.141, 6.685, 9.790], [26.120, 7.670, 9.222], [23.943, 7.733, 10.672], [23.778, 7.235, 7.920], [23.185, 5.726, 8.735], [24.602, 5.681, 7.713], [24.068, 8.756, 10.337], [24.114, 7.607, 11.740], [22.931, 7.379, 10.475], [21.196, 7.416, 6.116], [19.897, 6.820, 5.021], [20.012, 5.336, 5.068], [20.626, 7.381, 3.499], [21.234, 8.512, 6.132], [22.166, 7.063, 5.766], [21.000, 7.068, 7.128], [21.680, 7.141, 3.403], [20.513, 8.461, 3.415], [20.035, 6.987, 2.674], [31.793, 8.780, 0.756], [30.093, 8.356, 0.447], [30.045, 8.080, -1.017], [30.070, 6.765, 1.285], [32.422, 7.944, 0.437], [31.992, 8.878, 1.827], [32.097, 9.693, 0.254], [29.328, 6.099, 0.853], [29.954, 6.912, 2.360], [31.070, 6.326, 1.216], [27.849, 6.459, -2.315], [26.765, 7.098, -1.661], [26.365, 6.607, -0.491], [26.911, 5.749, 0.144], [25.265, 7.263, -0.156], [24.687, 6.971, 1.128], [27.512, 5.650, -2.965], [28.592, 6.176, -1.581], [28.288, 7.195, -2.983], [25.390, 7.225, 1.915], [24.373, 5.932, 1.165], [23.841, 7.649, 1.168], [19.147, 12.390, 8.562], [19.950, 13.476, 8.140], [21.264, 13.303, 8.236], [21.807, 12.308, 8.632], [21.854, 14.412, 7.808], [23.267, 14.318, 7.613], [19.602, 11.431, 8.320], [18.195, 12.422, 8.033], [18.930, 12.468, 9.628], [23.615, 15.345, 7.550], [23.476, 13.702, 6.743], [23.792, 13.888, 8.467], [25.064, 10.836, 8.941], [26.247, 10.931, 9.747], [27.009, 12.007, 9.825], [28.044, 12.005, 10.429], [26.486, 13.072, 9.201], [27.339, 14.210, 9.177], [25.034, 9.867, 8.462], [24.966, 11.630, 8.204], [24.193, 11.006, 9.580], [26.759, 15.034, 8.770], [28.234, 14.020, 8.596], [27.597, 14.501, 10.197], [17.308, 9.971, 6.914], [18.419, 10.598, 6.299], [18.622, 10.277, 5.017], [17.844, 9.689, 4.333], [19.770, 10.771, 4.566], [20.391, 11.819, 5.302], [17.491, 8.892, 6.974], [16.423, 10.048, 6.281], [17.176, 10.370, 7.911], [20.609, 11.535, 6.333], [19.759, 12.710, 5.346], [21.337, 12.082, 4.844], [20.743, 6.625, -2.204], [20.148, 7.798, -1.651], [20.563, 8.168, -0.435], [21.215, 7.474, 0.297], [20.063, 9.375, -0.192], [20.150, 9.870, 1.145], [20.674, 6.716, -3.287], [20.160, 5.747, -1.931], [21.790, 6.597, -1.918], [19.819, 10.903, 1.105], [21.172, 9.826, 1.519], [19.492, 9.356, 1.843]],
  "atomic_forces_ev_per_a": [[0.717, -0.051, 0.609], [-0.535, 0.409, -0.448], [0.473, 0.318, -1.072], [-0.380, 0.648, 0.570], [-0.450, -0.399, 0.537], [-0.209, 0.278, -0.507], [-1.010, -0.179, 0.855], [0.635, 0.457, -0.537], [-0.155, 0.033, -0.125], [0.564, -0.356, 0.587], [-0.082, -0.036, 0.099], [-0.081, 0.211, -0.167], [-0.436, -0.203, -0.246], [0.075, 0.119, 0.136], [0.171, -0.291, 0.150], [-0.182, -0.589, 0.287], [0.044, 0.279, -0.327], [-0.076, -0.444, -0.463], [0.370, -0.206, -0.233], [0.073, 0.244, 0.179], [-0.011, 0.018, 0.121], [0.063, -0.164, 0.218], [0.065, -0.035, 0.187], [0.116, 0.166, 0.007], [0.354, -0.228, -0.099], [-0.063, 0.043, -0.005], [-0.064, -0.312, 0.123], [-0.396, 0.077, -0.147], [0.007, -0.007, 0.051], [-0.024, 0.228, -0.158], [0.513, -0.041, -0.078], [-1.190, -0.032, 0.227], [0.681, -0.025, -0.130], [-0.451, -0.116, 0.268], [0.224, -0.390, -0.143], [0.493, 0.510, 0.015], [-0.364, 0.126, 0.270], [0.233, -0.116, -0.468], [-0.685, 0.595, 0.495], [0.347, -0.366, -0.207], [-0.021, 0.601, 0.258], [-0.006, 0.022, -0.182], [0.268, -0.645, 0.040], [0.168, -0.008, -0.005], [-0.216, 0.248, -0.234], [-0.284, -0.147, -0.269], [0.454, -0.410, 0.804], [-0.262, -0.156, -0.864], [-0.320, 0.490, 0.495], [0.305, -0.111, 0.114], [0.068, -0.029, 0.088], [-0.170, 0.283, -0.272], [0.064, -0.165, 0.294], [0.239, -0.014, -0.329], [0.071, -0.055, 0.096], [-0.040, 0.090, 0.059], [0.624, -0.054, -0.661], [-0.985, -0.277, 0.206], [0.243, -0.456, -0.488], [-0.464, 0.483, 0.575], [0.388, -0.249, 0.467], [-0.333, 0.484, 0.138], [0.230, 0.123, 0.249], [0.246, 0.364, -0.164], [0.257, -0.356, -0.138], [-0.193, -0.083, -0.181], [0.006, -0.146, -0.069], [0.215, -0.008, 0.023], [-0.104, 0.705, -0.465], [-0.167, 0.103, 0.391], [0.257, -0.651, 0.230], [-0.230, 0.407, 0.349], [-0.069, 0.139, -0.543], [0.195, -0.612, 0.467], [-0.024, -0.303, -0.189], [0.089, 0.309, -0.174], [0.074, -0.100, -0.039], [-0.018, 0.044, 0.080], [-0.127, -0.018, -0.139], [-0.081, -0.480, 0.207], [0.057, 0.257, -1.230], [0.256, 0.238, 0.477], [0.203, 0.124, 0.278], [-0.618, 0.099, 0.282], [-0.646, -0.352, -0.341], [0.560, -0.075, 0.595], [-0.132, -0.110, -0.080], [0.005, 0.017, -0.171], [0.441, -0.103, -0.124], [0.165, 0.103, 0.132], [-0.027, 0.205, -0.130], [0.037, 0.062, 0.023], [-0.079, -0.328, 0.083], [0.066, 0.458, 0.110], [0.224, 0.416, -0.265], [-0.364, -0.315, -0.337], [0.033, 0.477, -0.402], [0.009, 0.026, 0.531], [0.090, -0.221, -0.053], [-0.375, -0.058, 0.058], [0.517, -0.329, 0.285], [-0.227, 0.069, 0.147], [0.090, -0.186, -0.293], [-0.945, -1.081, -0.112], [0.238, -0.081, 0.139], [0.066, 0.074, -0.003], [-0.067, -0.210, 0.010], [0.081, 0.321, -0.006], [0.263, 0.156, -0.148], [0.133, 0.483, 0.205], [-0.038, 0.015, -0.018], [-0.049, 0.124, -0.021], [0.103, 0.175, 0.083], [0.053, -0.647, -0.343], [-0.552, 0.956, -0.380], [0.360, -0.383, 0.090], [-0.220, -0.806, 0.412], [-0.047, 0.059, 0.088], [-0.041, 0.192, 0.188], [0.171, 0.165, 0.001], [0.133, 0.036, -0.016], [0.148, 0.332, 0.007], [0.012, 0.048, -0.088], [0.359, 0.632, -0.017], [0.072, -0.197, 0.330], [-0.035, -0.024, -0.044], [-0.170, 0.558, -0.403], [-0.202, -0.052, -0.090], [-0.014, -0.249, 0.001], [-0.107, -0.148, -0.059], [0.051, -0.329, 0.019], [0.064, 0.114, 0.365], [0.150, -0.334, 0.076], [0.864, -0.480, 0.764], [-0.108, 0.151, -0.146], [-0.162, -0.058, -0.176], [1.187, -0.046, 0.504], [-0.113, 0.076, -0.313], [-0.321, 0.191, 0.021], [-0.359, 0.057, -0.157], [-0.256, 0.220, 0.016], [-0.560, 0.146, -0.076], [-0.122, -0.143, -0.408], [0.515, 0.186, -0.403], [-0.462, 0.217, -0.248], [-0.103, 0.356, -0.454], [0.277, -0.466, 0.451], [-0.112, 0.142, 0.009], [-0.008, 0.299, -0.406], [-0.178, -0.282, 0.434], [0.081, -0.322, -0.179], [0.023, 0.192, 0.216], [0.069, -0.187, 0.062], [0.021, -0.022, 0.146], [-0.164, -0.158, 0.203], [-0.574, -0.558, 0.248], [-0.257, 0.350, -0.194], [-0.044, 0.018, -0.036], [0.277, -0.237, 0.119], [-0.050, -0.005, 0.064], [0.401, 0.048, 0.487], [0.142, 0.142, 0.215], [0.200, 0.409, -0.106], [0.232, -0.049, 0.056], [-0.031, -0.013, -0.506], [0.098, 0.185, -0.122], [-0.315, -0.210, 0.112], [-0.776, 1.007, 0.093], [0.113, -0.528, -0.103], [-0.623, 0.012, -0.176], [0.521, 0.030, 0.125], [-0.044, -0.172, -0.191], [-0.171, 0.607, 0.601], [0.220, -0.110, 0.082], [0.474, -0.100, -0.224], [0.056, -0.338, 0.121], [-0.038, -0.163, -0.359], [0.072, -0.012, -0.086], [0.219, -0.192, -0.065], [-0.434, -1.180, -0.543], [0.270, 0.059, 0.442], [-0.125, 0.859, 0.015], [-0.115, -0.686, -0.368], [0.174, -0.116, -0.347], [0.339, 0.716, 0.799], [0.119, 0.117, 0.173], [-0.073, 0.404, 0.215], [0.010, 0.270, -0.013], [-0.014, -0.261, -0.162], [-0.114, -0.154, -0.180], [-0.067, -0.295, -0.422], [-0.055, 0.230, -0.289], [-0.027, 0.469, -0.344], [-0.696, -0.245, -0.219], [0.387, 0.123, 0.430], [-0.150, -0.208, -0.121], [0.299, 0.364, 0.405], [-0.021, 0.217, 0.044], [0.298, -0.121, 0.364], [-0.034, -0.445, 0.129], [0.093, 0.052, -0.140], [-0.032, -0.008, -0.080], [-0.129, -0.265, -0.294]],
  "energy_ha": -6814.6969,
  "homo_energy_ha": -0.3074
}